[1]
C45H44Cl2F3N2O2P2RuS2 as an isolated structure, computed with ωB97M-V with the def2-TZVPD basis set.

Its HOMO energy (spin up / spin down) is -9.2 / -10.0 eV. The calculation puts the energy relative to the best compared isomer or geometry (same formula, charge and spin) at 9.0 kcal/mol. Its total charge is +1. The spin multiplicity is 5.

Each line ends with the Mulliken spin population.
Positions of all 103 atoms, in Å:
Ru 0.069 0.116 -0.478  1.573
C 0.433 3.691 6.594  0.000
S -1.359 3.482 6.617  0.000
C -1.718 3.819 4.876  0.001
C -1.382 2.652 3.960  0.004
C -1.595 2.982 2.489  0.009
N -1.131 1.921 1.596  -0.001
P 0.389 1.928 0.807  -0.025
C 0.489 3.459 -0.147  -0.008
C 1.724 3.789 -0.708  -0.003
C 1.833 4.883 -1.550  0.001
C 0.713 5.649 -1.843  -0.002
C -0.519 5.316 -1.300  0.003
C -0.633 4.220 -0.457  0.013
C 1.608 2.185 2.132  0.035
C 1.895 3.469 2.602  0.006
C 2.777 3.650 3.655  0.000
C 3.398 2.553 4.238  0.001
C 3.128 1.275 3.769  -0.002
C 2.230 1.089 2.727  0.007
P -2.003 0.803 0.619  0.122
C -2.749 -0.479 1.677  0.269
C -2.030 -1.045 2.878  -0.151
C -2.955 -1.859 3.748  0.324
C -4.142 -2.334 3.309  -0.069
C -4.632 -1.976 2.031  0.378
C -3.942 -1.014 1.273  -0.084
C -3.483 1.731 0.106  -0.009
C -4.510 1.975 1.025  0.034
C -5.588 2.769 0.677  0.003
C -5.660 3.322 -0.597  -0.001
C -4.652 3.075 -1.515  0.000
C -3.563 2.284 -1.171  0.025
H 0.794 3.513 7.605  0.000
H 0.692 4.711 6.310  0.000
H 0.926 2.994 5.915  0.000
H -1.162 4.714 4.585  0.000
H -2.778 4.070 4.818  0.000
H -1.994 1.791 4.242  0.011
H -0.329 2.380 4.093  -0.005
H -1.042 3.895 2.249  0.001
H -2.646 3.200 2.285  -0.005
H 2.595 3.174 -0.512  0.005
H 2.789 5.125 -1.994  0.000
H 0.798 6.498 -2.509  0.000
H -1.397 5.902 -1.540  0.000
H -1.607 3.953 -0.065  -0.001
H 1.442 4.330 2.126  0.000
H 2.998 4.649 4.008  0.000
H 4.106 2.698 5.044  0.000
H 3.644 0.423 4.197  -0.003
H 2.026 0.093 2.355  -0.010
H -1.622 -0.204 3.448  0.171
H -2.585 -2.175 4.717  0.046
H -4.728 -2.988 3.941  0.000
H -5.570 -2.375 1.674  0.004
H -4.411 -0.649 0.366  0.005
H -4.478 1.527 2.012  0.011
H -6.377 2.951 1.396  0.000
H -6.506 3.937 -0.871  0.000
H -4.708 3.495 -2.511  0.000
H -2.775 2.098 -1.889  -0.011
Cl -0.487 -1.774 -1.883  -0.004
C 0.927 -2.817 -1.783  0.023
C 0.880 -3.989 -2.515  -0.008
C 1.953 -4.860 -2.442  0.017
C 3.037 -4.542 -1.638  -0.009
C 3.046 -3.358 -0.924  -0.003
Cl 4.421 -3.028 0.084  0.002
C 1.988 -2.436 -0.973  0.006
S 2.058 -0.948 -0.047  0.148
H 0.020 -4.205 -3.133  0.000
H 1.948 -5.779 -3.012  0.001
H 3.886 -5.207 -1.562  0.000
C -0.069 -2.699 6.009  -0.019
N -0.067 -1.327 5.563  0.745
C -0.720 -0.315 6.350  -0.002
C 0.624 -0.980 4.325  0.046
C 0.351 -1.966 3.214  0.022
C 1.334 -2.909 2.918  -0.008
C 1.118 -3.879 1.958  0.012
C -0.085 -3.892 1.265  0.001
C -1.051 -2.936 1.530  -0.015
C -0.858 -1.968 2.513  0.090
H -0.541 -2.773 6.983  0.007
H 0.963 -3.059 6.047  0.035
H -0.594 -3.314 5.274  0.028
H -0.541 -0.505 7.408  0.029
H -1.803 -0.384 6.178  0.053
H -0.386 0.681 6.068  -0.018
H 1.694 -1.002 4.572  0.059
H 0.370 0.048 4.078  -0.021
H 2.285 -2.871 3.440  0.001
H 1.891 -4.600 1.730  -0.001
H -0.263 -4.640 0.504  0.000
H -1.984 -2.947 0.979  -0.001
F 1.422 2.979 -4.234  0.000
C 0.288 2.272 -4.201  -0.003
F 0.310 1.405 -5.225  0.000
F -0.728 3.119 -4.403  0.000
C 0.133 1.503 -2.871  -0.035
O 1.170 1.052 -2.352  0.091
O -1.017 1.373 -2.409  0.060

Cartesian forces, eV/Å:
Ru -0.13 0.36 -0.15
C 0.00 0.01 0.00
S 0.00 -0.07 0.01
C 0.04 0.02 -0.02
C 0.01 -0.06 0.00
C 0.01 0.04 -0.03
N 0.12 -0.05 -0.02
P -0.10 -0.13 -0.06
C 0.08 0.01 0.00
C -0.01 0.02 -0.03
C 0.01 -0.02 0.01
C 0.00 -0.01 0.01
C 0.01 0.00 -0.01
C -0.03 0.01 -0.02
C 0.02 -0.02 0.04
C 0.03 0.00 0.00
C -0.01 0.00 -0.03
C 0.02 -0.02 0.01
C 0.00 0.01 -0.01
C 0.07 0.17 -0.08
P 0.08 -0.09 0.23
C -0.04 0.07 -0.04
C -0.01 0.03 -0.05
C 0.03 0.01 0.01
C -0.02 -0.01 -0.01
C 0.00 0.00 0.02
C -0.03 -0.07 0.01
C 0.03 0.00 -0.07
C -0.03 0.06 0.04
C 0.01 0.00 -0.01
C 0.01 -0.01 -0.01
C -0.03 0.01 0.00
C 0.02 -0.01 0.01
H -0.01 0.00 0.01
H 0.00 0.00 -0.01
H -0.01 0.00 0.00
H -0.01 0.01 -0.01
H -0.01 -0.03 0.03
H -0.02 -0.02 -0.01
H -0.02 -0.05 0.02
H -0.02 0.01 -0.01
H -0.01 -0.01 0.00
H 0.00 0.00 0.01
H 0.00 0.00 0.00
H 0.00 0.00 0.00
H 0.00 0.00 0.00
H 0.00 -0.02 0.01
H 0.00 0.01 0.00
H -0.01 0.00 0.00
H 0.01 0.00 0.00
H 0.01 0.00 0.01
H 0.05 -0.04 -0.14
H 0.03 0.05 0.05
H 0.00 0.04 0.04
H 0.00 0.00 0.00
H 0.00 -0.01 -0.01
H 0.02 -0.03 0.03
H 0.01 0.04 -0.02
H 0.00 0.00 0.00
H 0.00 0.00 0.00
H 0.00 0.00 0.00
H -0.04 0.02 0.01
Cl 0.01 -0.19 -0.08
C -0.16 0.04 -0.05
C 0.04 -0.02 0.01
C -0.02 0.00 -0.01
C 0.01 0.02 0.01
C 0.03 0.01 0.03
Cl -0.03 0.00 0.00
C 0.09 -0.04 0.03
S 0.02 -0.03 0.20
H -0.01 -0.01 0.00
H 0.00 0.00 0.00
H 0.00 -0.01 0.00
C -0.03 0.04 -0.01
N 0.01 -0.04 -0.04
C 0.02 0.02 0.05
C -0.14 -0.13 0.06
C -0.04 0.02 0.06
C 0.00 0.03 0.01
C 0.02 0.03 -0.05
C 0.04 0.01 -0.04
C -0.01 0.01 0.00
C 0.04 -0.02 -0.04
H 0.01 0.00 0.01
H 0.00 0.00 0.01
H 0.01 0.00 0.00
H -0.01 0.02 0.00
H -0.02 0.01 -0.01
H -0.02 -0.02 -0.03
H -0.02 0.03 0.00
H -0.05 -0.01 0.03
H 0.01 -0.01 -0.01
H 0.02 -0.02 0.00
H 0.01 0.01 -0.01
H 0.02 0.00 0.01
F -0.01 -0.01 -0.02
C 0.02 -0.02 0.01
F 0.00 0.00 -0.03
F 0.00 0.01 -0.01
C 0.02 0.11 0.03
O 0.00 0.01 0.12
O 0.04 -0.09 -0.02

---

[2]
One molecule with the formula C5H11NO, computed with ωB97M-V with the def2-TZVPD basis set.

Its HOMO energy is -9.7 eV. The SMILES is CCCCNC=O. The calculation puts the energy relative to the best compared isomer or geometry (same formula, charge and spin) at 14.6 kcal/mol.

Each line ends with the Mulliken charge.
Positions of all 18 atoms, in Å:
C 0.273 1.969 -0.430  -1.070
C -0.944 1.196 0.096  -0.357
C -0.611 0.191 1.193  -0.539
C 0.416 -0.890 0.835  -0.806
N 0.030 -1.839 -0.216  -0.088
C 0.582 -1.833 -1.462  -0.060
O 0.940 -0.835 -2.049  -0.519
H -0.048 2.746 -1.114  0.344
H 0.890 2.344 0.391  0.304
H 0.889 1.267 -1.001  0.237
H -1.450 0.768 -0.770  0.285
H -1.647 1.899 0.547  0.332
H -0.087 0.768 1.963  0.257
H -1.510 -0.303 1.545  0.317
H 1.361 -0.419 0.582  0.384
H 0.596 -1.509 1.715  0.363
H -0.409 -2.693 0.086  0.255
H 0.729 -2.828 -1.911  0.360

Cartesian forces, eV/Å:
C 0.04 -1.00 0.11
C 0.07 0.49 -0.07
C 0.88 -0.19 -0.72
C -0.54 -0.04 -0.07
N 0.20 0.03 0.00
C -0.04 0.30 -0.11
O 0.29 -0.09 0.22
H 0.11 0.33 0.09
H -0.14 0.33 -0.10
H 0.02 0.22 -0.01
H -0.07 -0.35 0.12
H -0.12 0.08 -0.08
H -0.52 -0.11 0.43
H -0.17 0.16 0.38
H 0.10 -0.08 -0.31
H 0.06 0.12 0.15
H 0.28 -0.10 0.00
H -0.44 -0.11 -0.03

---

[3]
C17H29LiN3OTa as an isolated structure, computed with ωB97M-V with the def2-TZVPD basis set.

Its HOMO energy is -15.6 eV. Its total charge is +2.

Each line ends with the Mulliken charge.
Positions of all 52 atoms, in Å:
N 1.745 1.507 0.308  -0.617
C 2.598 2.369 0.484  0.860
O 3.409 3.204 0.674  -0.419
Li 0.970 -2.619 -0.071  0.860
Ta 0.287 0.139 0.471  1.094
N 0.267 -1.168 -1.068  0.170
N -1.346 1.152 0.995  0.111
C 0.789 -1.015 -2.441  0.419
C -1.688 2.556 0.714  0.942
C 0.894 -2.402 -3.080  -1.554
C -0.166 -0.164 -3.275  -1.308
C 2.156 -0.357 -2.399  -1.593
C -1.124 3.431 1.835  -1.299
C -3.203 2.765 0.663  -1.678
C -1.099 2.970 -0.630  -1.609
H 1.477 -3.097 -2.453  0.410
H 1.399 -2.297 -4.051  0.457
H -0.098 -2.827 -3.265  0.358
H -1.113 -0.690 -3.433  0.370
H 0.303 0.009 -4.259  0.480
H -0.360 0.812 -2.803  0.225
H 2.134 0.622 -1.909  0.336
H 2.492 -0.210 -3.434  0.519
H 2.897 -0.986 -1.893  0.320
H -1.517 3.124 2.811  0.356
H -1.409 4.478 1.658  0.445
H -0.028 3.370 1.874  0.237
H -3.679 2.654 1.643  0.406
H -3.676 2.079 -0.048  0.376
H -3.400 3.791 0.323  0.479
H -1.406 4.008 -0.831  0.577
H -1.497 2.334 -1.436  0.266
H 0.000 2.928 -0.630  0.294
C -1.033 -1.899 -0.983  -0.748
H -1.750 -1.358 -0.337  0.222
H -1.483 -1.975 -1.990  0.510
H -0.877 -2.938 -0.598  0.430
C -2.152 0.542 2.063  -0.952
H -1.657 -0.342 2.479  0.337
H -2.303 1.268 2.869  0.415
H -3.135 0.228 1.676  0.350
C 2.530 -3.030 2.254  -0.334
C 2.715 -1.668 2.118  -0.908
C 1.564 -0.807 1.965  -0.048
C 0.302 -1.460 1.698  -0.297
C 0.111 -2.834 1.957  -0.371
C 1.254 -3.612 2.184  -0.503
H 3.380 -3.666 2.511  0.482
H 3.693 -1.190 2.237  0.516
H 1.595 0.192 2.453  0.612
H -0.905 -3.244 1.991  0.539
H 1.142 -4.678 2.407  0.459

Cartesian forces, eV/Å:
N 0.06 0.02 0.11
C 1.30 1.33 0.60
O -1.96 -2.03 -0.60
Li 0.61 -0.85 -0.31
Ta -1.30 3.71 -2.11
N -1.14 1.25 0.54
N 1.44 -1.67 -0.06
C 0.21 -0.18 -0.76
C -0.24 0.83 -0.09
C 0.05 0.08 -0.20
C 0.10 0.17 -0.28
C 0.23 0.06 -0.17
C 0.20 0.18 0.09
C -0.26 -0.03 -0.12
C -0.02 0.09 -0.17
H 0.01 0.06 -0.23
H -0.11 -0.24 0.32
H 0.29 -0.07 -0.02
H 0.08 0.29 -0.12
H -0.37 -0.03 0.38
H 0.08 -0.26 -0.17
H -0.01 -0.15 -0.19
H 0.04 -0.01 0.34
H -0.02 0.04 0.00
H 0.06 0.21 -0.18
H 0.11 -0.31 0.14
H -0.16 0.07 -0.04
H 0.09 -0.01 -0.20
H 0.02 0.10 0.08
H 0.04 -0.29 0.09
H 0.26 -0.39 -0.08
H 0.07 0.20 0.16
H -0.31 0.09 -0.07
C -0.16 -0.05 -0.55
H 0.16 -0.50 -0.11
H 0.11 -0.05 0.74
H -0.45 0.45 -0.18
C -0.63 -0.15 0.21
H -0.23 0.26 -0.03
H -0.05 -0.25 -0.11
H 0.29 0.14 0.19
C 0.42 -0.35 -0.28
C -0.64 1.57 0.54
C 1.13 -3.28 1.42
C 0.43 -0.32 2.26
C 0.60 0.39 -0.22
C -0.62 -0.16 0.90
H -0.21 0.20 -0.36
H -0.29 -0.40 0.23
H 0.17 -0.09 -0.82
H 0.45 0.00 -0.35
H 0.08 0.34 -0.17

---

[4]
A 9-piece molecular cluster, H18O9 overall, computed with ωB97M-V with the def2-TZVPD basis set.

Its HOMO energy is -9.7 eV. The SMILES is O.O.O.O.O.O.O.O.O. The calculation puts the energy relative to the best compared isomer or geometry (same formula, charge and spin) at 61.0 kcal/mol.

Each line ends with the Mulliken charge.
Positions of all 27 atoms, in Å:
O -1.356 -2.154 0.221  -0.565
H -0.663 -2.203 0.840  0.321
H -1.949 -1.553 0.613  0.270
O 1.396 -2.165 0.379  -0.627
H 1.884 -1.581 0.976  0.321
H 1.460 -3.023 0.851  0.268
O -0.276 0.605 -0.291  -0.662
H -1.216 0.679 -0.344  0.269
H -0.027 -0.221 -0.653  0.368
O 2.636 0.318 -1.919  -0.682
H 1.744 0.004 -2.137  0.416
H 3.098 -0.511 -1.789  0.277
O -2.934 0.916 0.201  -0.717
H -3.465 0.453 -0.453  0.298
H -3.079 0.476 1.020  0.306
O 0.544 -1.277 -2.218  -0.703
H 0.605 -1.738 -1.390  0.322
H -0.380 -1.312 -2.474  0.311
O -2.973 2.954 1.933  -0.640
H -2.818 2.326 1.220  0.436
H -3.371 2.453 2.572  0.256
O 1.620 2.431 -0.407  -0.663
H 0.899 1.798 -0.430  0.389
H 2.222 2.020 -1.086  0.381
O 2.134 0.038 1.986  -0.720
H 2.823 -0.060 1.361  0.332
H 1.442 0.327 1.417  0.439

Cartesian forces, eV/Å:
O -0.62 -1.01 -1.79
H 1.71 -0.12 1.00
H -1.28 1.11 0.62
O 0.18 -1.27 0.56
H -0.14 0.42 0.26
H -0.05 0.53 -0.68
O 0.74 0.96 0.96
H -1.07 0.16 0.08
H 0.22 -1.13 -0.66
O 0.12 -0.09 -0.02
H 0.03 0.14 -0.15
H 0.35 -0.05 -0.03
O 0.10 -0.08 -1.27
H -0.25 0.10 -0.09
H -0.28 -0.69 1.04
O -0.27 0.21 -0.88
H 0.19 -0.90 0.83
H -0.14 -0.11 -0.12
O 1.57 1.85 -2.31
H 0.05 0.63 -0.21
H -1.68 -1.75 2.87
O 1.44 -0.17 -1.07
H -0.48 0.09 0.16
H -0.60 0.74 1.08
O -0.23 -0.91 1.20
H 1.78 0.35 -0.81
H -1.38 1.00 -0.55

---

Which maximum force belongs to each record? In order, 0.00801; 0.02244; 0.08671; 0.07310 Eh/bohr.